Record 1
{
  "formula": "C35H30Cl2N2O3SiTc",
  "method": "ωB97M-V with the def2-TZVPD basis set",
  "symbols": ["Tc", "Cl", "C", "C", "C", "Cl", "C", "O", "C", "C", "O", "C", "H", "H", "H", "C", "C", "C", "C", "C", "C", "C", "C", "H", "H", "H", "H", "H", "N", "C", "N", "O", "H", "H", "H", "H", "C", "C", "C", "C", "C", "C", "Si", "C", "C", "C", "C", "C", "C", "H", "H", "H", "H", "H", "H", "H", "H", "H", "H", "H", "C", "C", "C", "C", "C", "C", "C", "H", "H", "H", "H", "H", "H", "H"],
  "positions_angstrom": [[0.10655, -0.24373, -0.82166], [-1.55269, 6.86335, -1.39726], [-0.85594, 5.28395, -1.19076], [0.10494, 5.08878, -0.19453], [0.67944, 3.85480, -0.02491], [1.85970, 3.61908, 1.22105], [0.33933, 2.74191, -0.83545], [0.98032, 1.62235, -0.70175], [-0.67618, 2.96865, -1.79374], [-1.21190, 1.87620, -2.55985], [-1.04207, 0.68765, -2.30186], [-1.24314, 4.23943, -1.98293], [0.39494, 5.91130, 0.44478], [-1.83543, 2.12126, -3.42908], [-1.99943, 4.37880, -2.74529], [1.47939, -0.88433, 0.51595], [2.55828, -0.80389, 1.07970], [3.84156, -0.65080, 1.70718], [4.57370, 0.51606, 1.46381], [5.81528, 0.69698, 2.05090], [6.34275, -0.27850, 2.88761], [5.61919, -1.43667, 3.13492], [4.37575, -1.62470, 2.55063], [4.14317, 1.27536, 0.82291], [6.37480, 1.60252, 1.85343], [7.31145, -0.13444, 3.34810], [6.02365, -2.19895, 3.78837], [3.81127, -2.52869, 2.73865], [-1.98590, 1.95902, 2.40842], [-1.05998, 1.14112, 1.85363], [-0.09554, 0.64941, 2.64582], [-1.16695, 0.88349, 0.63661], [-2.04202, 2.09419, 3.40093], [-2.79680, 2.16245, 1.84692], [0.04398, 1.04002, 3.56137], [0.71106, 0.22861, 2.18374], [-5.42925, 0.81227, 0.79226], [-4.98959, 0.73552, -0.52435], [-3.92314, -0.08960, -0.85206], [-3.26500, -0.84713, 0.12003], [-3.73514, -0.77495, 1.43104], [-4.80656, 0.04474, 1.76721], [-1.72983, -1.84043, -0.34850], [-1.47619, -3.14659, 0.96691], [-1.91792, -4.45301, 0.74784], [-1.78472, -5.42796, 1.72820], [-1.20329, -5.11088, 2.94697], [-0.75245, -3.81824, 3.18124], [-0.88325, -2.84916, 2.19704], [-6.26297, 1.45235, 1.05240], [-5.48411, 1.31453, -1.29490], [-3.59516, -0.14442, -1.88455], [-3.25992, -1.36955, 2.20448], [-5.16214, 0.07877, 2.79027], [-2.16248, -2.58465, -1.56601], [-2.37819, -4.71168, -0.19895], [-2.13305, -6.43560, 1.53858], [-1.09500, -5.87072, 3.71073], [-0.29178, -3.56840, 4.12906], [-0.50884, -1.84723, 2.38470], [0.85171, -1.71826, -2.11378], [1.19786, -0.81513, -3.24237], [0.42132, -0.75379, -4.40408], [0.76772, 0.09483, -5.43812], [1.89032, 0.91366, -5.32896], [2.65914, 0.87419, -4.17661], [2.31543, 0.01606, -3.13984], [1.72800, -2.17590, -1.66088], [0.15144, -2.50359, -2.39131], [-0.45580, -1.38422, -4.48822], [0.16545, 0.11923, -6.33766], [2.16539, 1.57075, -6.14377], [3.53146, 1.50824, -4.08410], [2.91406, -0.01610, -2.23624]],
  "forces_ev_per_a": [[0.9, 0.7, 0.2], [0.0, 0.0, 0.0], [0.0, 0.1, 0.0], [0.0, 0.0, 0.0], [0.1, 0.0, 0.0], [0.0, 0.0, 0.0], [0.3, -0.1, 0.0], [-0.5, 0.2, 0.1], [-0.1, 0.0, -0.1], [0.1, 0.2, 0.1], [-0.6, -0.1, -0.4], [0.0, 0.0, 0.0], [0.0, 0.0, 0.0], [0.0, 0.0, 0.0], [0.0, 0.0, 0.0], [0.2, 0.3, -0.2], [0.0, -0.3, 0.2], [-0.1, 0.1, -0.1], [0.0, 0.0, 0.1], [0.0, 0.0, 0.0], [0.0, 0.0, 0.0], [0.0, 0.0, 0.0], [0.0, -0.1, 0.0], [0.0, 0.0, 0.0], [0.0, 0.0, 0.0], [0.0, 0.0, 0.0], [0.0, 0.0, 0.0], [0.0, 0.0, 0.0], [0.1, 0.1, -0.1], [-0.3, 0.2, -0.1], [0.2, 0.0, -0.1], [0.3, -0.3, 0.0], [0.0, 0.0, 0.0], [0.0, -0.1, 0.0], [0.0, 0.0, 0.0], [-0.1, 0.0, 0.0], [0.0, 0.0, 0.0], [0.0, 0.0, 0.0], [-0.1, 0.0, 0.0], [-0.1, 0.0, 0.0], [-0.1, 0.0, 0.0], [0.0, 0.0, 0.0], [-0.2, -0.1, -0.1], [0.1, -0.1, 0.0], [0.0, 0.0, 0.1], [0.0, 0.0, 0.0], [0.0, 0.0, 0.0], [0.0, 0.0, 0.0], [0.0, 0.0, 0.0], [0.0, 0.0, 0.0], [0.0, 0.0, 0.0], [0.0, 0.0, 0.0], [0.0, 0.0, 0.0], [0.0, 0.0, 0.0], [0.1, 0.0, -0.1], [0.0, 0.0, 0.0], [0.0, 0.0, 0.0], [0.0, 0.0, 0.0], [0.0, 0.0, 0.0], [0.0, -0.1, 0.0], [-0.5, -0.7, 0.2], [0.2, 0.0, 0.2], [0.0, 0.0, -0.1], [0.0, 0.0, 0.0], [0.0, 0.0, 0.0], [0.0, 0.0, 0.0], [0.0, 0.0, 0.0], [0.0, 0.0, 0.1], [0.0, 0.0, -0.2], [0.0, 0.0, 0.0], [0.0, 0.0, 0.0], [0.0, 0.0, 0.0], [0.0, 0.0, 0.0], [0.0, 0.0, 0.0]],
  "lowdin_spin": [0.9024, -0.0004, -0.0005, 0.0010, -0.0011, 0.0010, 0.0033, 0.0203, 0.0011, 0.0082, 0.0251, 0.0030, 0.0001, 0.0003, 0.0000, -0.0093, 0.0745, 0.0121, 0.0063, -0.0002, 0.0036, -0.0002, 0.0064, 0.0006, -0.0001, 0.0002, -0.0001, 0.0006, -0.0007, -0.0008, -0.0009, -0.0165, -0.0001, 0.0000, 0.0000, -0.0008, -0.0011, 0.0001, -0.0012, -0.0028, -0.0013, 0.0001, 0.0127, 0.0048, 0.0007, 0.0002, 0.0002, 0.0000, -0.0004, -0.0001, 0.0000, -0.0001, -0.0001, 0.0000, 0.0002, 0.0000, 0.0000, 0.0000, 0.0000, -0.0004, -0.0044, -0.0054, -0.0169, 0.0016, -0.0215, 0.0029, -0.0198, 0.0084, 0.0062, -0.0008, 0.0006, -0.0013, 0.0007, -0.0010],
  "s_squared": 1.193,
  "e_homo_ev": [-7.84, -7.57],
  "gap_ev": [7.0, 6.8],
  "multiplicity": 2,
  "e_above_lowest_kcal_mol": 0.0
}

Record 2
{
  "formula": "C35H30Cl4GeIMoN4O9",
  "method": "ωB97M-V with the def2-TZVPD basis set",
  "symbols": ["Mo", "Cl", "C", "C", "Cl", "C", "Cl", "C", "O", "C", "O", "C", "Cl", "N", "C", "C", "C", "O", "O", "H", "H", "H", "H", "H", "H", "C", "C", "N", "C", "C", "N", "C", "O", "O", "C", "O", "O", "H", "H", "H", "H", "H", "C", "C", "C", "C", "C", "C", "Ge", "C", "C", "C", "C", "C", "C", "C", "C", "C", "C", "C", "C", "H", "H", "H", "H", "H", "H", "H", "H", "H", "H", "H", "H", "H", "H", "H", "N", "C", "O", "C", "I", "H", "H", "H", "H"],
  "positions_angstrom": [[1.08568, -0.16466, -0.47323], [3.08549, 6.31023, -1.26879], [2.13855, 4.87511, -1.17990], [0.76511, 4.92757, -1.43022], [0.01163, 6.42331, -1.82740], [-0.00605, 3.76889, -1.35491], [-1.70154, 3.76628, -1.65095], [0.61246, 2.57189, -1.01751], [-0.01338, 1.39806, -0.94192], [1.98698, 2.50646, -0.77894], [2.45123, 1.29520, -0.53550], [2.75630, 3.66516, -0.86167], [4.44800, 3.55089, -0.56371], [1.68521, 2.33942, 2.21293], [2.63801, 1.68979, 3.10047], [2.19245, 0.27382, 3.48618], [2.23057, -0.72109, 2.34350], [3.03530, -1.63270, 2.29766], [1.29452, -0.56684, 1.42782], [2.07240, 3.20822, 1.86304], [0.83781, 2.57145, 2.71458], [2.79716, 2.23835, 4.03889], [3.60616, 1.63776, 2.59650], [1.18355, 0.30718, 3.90457], [2.87516, -0.11084, 4.24490], [2.12158, 1.24970, -3.89057], [1.45749, -0.06751, -3.74075], [1.05003, -0.61546, -2.60629], [0.49129, -1.82739, -2.90902], [0.54416, -2.02251, -4.25901], [1.16113, -0.90072, -4.75652], [0.12046, -3.10800, -5.17436], [-0.45582, -4.15225, -4.61984], [0.32007, -2.99256, -6.35877], [-0.12356, -2.58961, -1.79841], [-0.57967, -3.71917, -1.99407], [-0.12704, -1.94443, -0.69617], [2.90245, 1.35509, -3.13791], [1.39782, 2.05320, -3.74043], [2.55868, 1.35180, -4.88180], [1.34343, -0.76292, -5.73932], [-0.53113, -4.06187, -3.62325], [-2.33427, -4.59659, 2.17355], [-3.20561, -3.95520, 1.30787], [-2.98088, -2.63601, 0.94250], [-1.88614, -1.93730, 1.44122], [-1.02122, -2.59265, 2.31938], [-1.24105, -3.91011, 2.68590], [-1.52538, -0.12166, 0.82515], [-2.80010, 0.41245, -0.55140], [-2.72898, -0.09766, -1.84600], [-3.63262, 0.29502, -2.81895], [-4.62813, 1.21218, -2.50990], [-4.72108, 1.71728, -1.22240], [-3.81257, 1.31954, -0.25231], [-1.57902, 1.15595, 2.29674], [-1.60355, 0.73863, 3.62553], [-1.59565, 1.66414, 4.65901], [-1.56835, 3.02240, 4.37651], [-1.55558, 3.45349, 3.05470], [-1.55491, 2.52526, 2.02633], [-2.50544, -5.62864, 2.45088], [-4.05965, -4.48525, 0.90691], [-3.66490, -2.15305, 0.25307], [-0.15519, -2.07501, 2.71289], [-0.55684, -4.40423, 3.36381], [-1.95530, -0.80658, -2.10387], [-3.55996, -0.11187, -3.81978], [-5.33381, 1.52331, -3.26915], [-5.50157, 2.42378, -0.97059], [-3.90341, 1.72514, 0.74984], [-1.64359, -0.31905, 3.86145], [-1.61788, 1.32535, 5.68700], [-1.56506, 3.74491, 5.18226], [-1.54158, 4.51188, 2.82750], [-1.53351, 2.87089, 0.99847], [4.34475, -2.95005, -0.02895], [3.05422, -2.65717, -0.07797], [2.68540, -1.61654, -0.67339], [2.03310, -3.63620, 0.44199], [2.72790, -5.11249, 1.79633], [4.99676, -2.24148, -0.32102], [4.66270, -3.70521, 0.55476], [1.61146, -4.17395, -0.40704], [1.23636, -3.09196, 0.93127]],
  "forces_ev_per_a": [[-1.1, -0.3, 0.7], [0.0, 0.0, 0.0], [0.1, -0.1, 0.0], [0.0, 0.0, 0.0], [0.0, 0.1, 0.0], [0.1, -0.1, 0.1], [0.0, 0.0, 0.0], [0.1, 0.2, -0.1], [-0.1, 0.2, -0.1], [0.1, 0.2, -0.1], [0.0, -0.2, -0.1], [-0.2, -0.1, 0.0], [0.0, 0.0, 0.0], [0.1, 0.0, 0.0], [0.0, -0.1, 0.1], [0.2, -0.1, -0.1], [0.3, 0.0, 0.0], [0.0, 0.2, 0.1], [-0.2, 0.2, 0.3], [0.0, 0.0, 0.0], [-0.1, 0.0, 0.0], [0.0, 0.0, 0.0], [0.0, 0.0, 0.0], [0.0, 0.0, -0.1], [-0.1, 0.0, 0.0], [0.0, 0.0, 0.0], [0.0, 0.0, 0.0], [0.1, 0.1, -0.1], [-0.2, 0.0, -0.4], [0.1, 0.1, 0.3], [0.0, 0.0, 0.1], [0.0, 0.0, 0.0], [0.0, 0.0, 0.1], [0.0, 0.0, 0.0], [0.0, -0.2, -0.2], [0.1, 0.1, 0.0], [0.2, -0.2, -0.2], [0.0, 0.0, 0.0], [0.0, 0.0, 0.0], [0.0, 0.0, 0.0], [0.0, 0.0, 0.0], [0.0, 0.0, 0.0], [0.0, 0.0, 0.0], [0.0, -0.1, 0.0], [-0.1, 0.1, -0.1], [0.2, 0.1, 0.1], [0.0, 0.1, 0.1], [0.0, 0.0, 0.0], [0.4, -0.2, -0.3], [0.1, -0.1, 0.0], [0.0, 0.0, 0.0], [0.0, 0.0, 0.0], [0.0, 0.0, 0.0], [-0.1, 0.0, -0.1], [0.0, 0.0, 0.2], [0.2, 0.1, -0.2], [0.0, -0.2, -0.1], [0.0, 0.1, 0.1], [0.0, 0.0, 0.0], [0.0, 0.0, 0.1], [0.0, 0.0, -0.1], [0.0, 0.0, 0.0], [0.0, 0.0, 0.0], [0.0, 0.0, 0.0], [0.0, 0.0, 0.0], [0.0, 0.0, 0.0], [0.0, 0.0, 0.0], [0.0, 0.0, 0.0], [0.0, 0.0, 0.0], [0.0, 0.0, 0.0], [0.0, 0.0, 0.0], [0.0, 0.0, 0.0], [0.0, 0.0, 0.0], [0.0, 0.0, 0.0], [0.0, 0.0, 0.0], [0.0, 0.0, 0.0], [-0.1, 0.0, -0.1], [0.0, 0.1, 0.0], [0.1, -0.1, 0.0], [0.1, 0.0, -0.1], [0.0, 0.0, 0.0], [0.0, 0.0, 0.0], [0.0, -0.1, 0.0], [0.0, 0.0, 0.0], [0.0, 0.0, 0.0]],
  "lowdin_spin": [1.1381, -0.0017, -0.0048, 0.0026, 0.0012, -0.0043, -0.0010, 0.0077, -0.0143, 0.0020, 0.0253, 0.0024, 0.0012, 0.0004, 0.0000, 0.0000, 0.0043, 0.0049, 0.0018, 0.0000, 0.0000, -0.0001, 0.0000, 0.0002, -0.0001, 0.0013, 0.0089, 0.0003, 0.0030, 0.0019, 0.0018, 0.0002, 0.0000, 0.0005, 0.0034, 0.0088, 0.0011, 0.0001, 0.0006, 0.0000, 0.0000, -0.0001, -0.0037, -0.0003, -0.0062, -0.0200, -0.0032, 0.0004, -0.1168, -0.0191, -0.0026, 0.0003, -0.0021, -0.0006, -0.0053, -0.0185, -0.0066, 0.0002, -0.0055, 0.0005, -0.0054, -0.0003, 0.0000, -0.0004, 0.0001, 0.0001, -0.0001, 0.0001, -0.0002, -0.0001, -0.0004, -0.0004, 0.0001, -0.0004, 0.0001, -0.0001, 0.0027, 0.0042, 0.0103, 0.0005, 0.0006, 0.0001, 0.0001, 0.0003, 0.0000],
  "s_squared": 0.881,
  "e_homo_ev": [-8.09, -7.59],
  "gap_ev": [7.1, 7.1],
  "multiplicity": 2,
  "e_above_lowest_kcal_mol": 0.0
}

Record 3
{
  "formula": "C35H30ClF4NO2",
  "method": "ωB97M-V with the def2-TZVPD basis set",
  "symbols": ["C", "C", "C", "Cl", "C", "C", "C", "C", "C", "C", "C", "O", "N", "C", "O", "H", "H", "H", "H", "H", "H", "H", "H", "H", "H", "F", "C", "C", "C", "C", "C", "C", "H", "H", "H", "H", "H", "F", "C", "C", "C", "C", "C", "C", "H", "H", "H", "H", "H", "F", "C", "C", "C", "C", "C", "C", "H", "H", "H", "H", "H", "F", "C", "C", "C", "C", "C", "C", "H", "H", "H", "H", "H"],
  "positions_angstrom": [[0.30642, 0.08302, 3.88078], [1.17823, -0.26260, 2.65549], [1.10131, 0.78935, 1.49950], [-0.53448, 1.50844, 1.41087], [1.39820, 0.03885, 0.18000], [0.64908, 0.21405, -0.94938], [0.92379, -0.50158, -2.09085], [1.95857, -1.36522, -2.03623], [2.75599, -1.53335, -0.92524], [2.47618, -0.82281, 0.20264], [3.85003, -2.53417, -1.20002], [4.68928, -2.89232, -0.40838], [3.70271, -2.91135, -2.56769], [2.48877, -2.31154, -3.07223], [2.04943, -2.63900, -4.14883], [-0.62971, -0.47032, 3.84121], [0.83131, -0.25075, 4.77870], [0.08495, 1.14366, 3.97844], [2.22782, -0.39122, 2.90150], [0.77982, -1.18349, 2.22938], [1.87900, 1.53931, 1.63494], [-0.16980, 0.91474, -0.96028], [0.34744, -0.39740, -2.99987], [3.09837, -0.95715, 1.08319], [4.52297, -2.49535, -3.00866], [4.57016, -0.49340, 2.16991], [5.91805, -0.33749, 2.23936], [6.69797, -0.73040, 1.17287], [8.07274, -0.56225, 1.25117], [8.64466, -0.01567, 2.39227], [7.84104, 0.36887, 3.45626], [6.46485, 0.21228, 3.37998], [6.23365, -1.16268, 0.29848], [8.69834, -0.85964, 0.42044], [9.71775, 0.11001, 2.45145], [8.28532, 0.79107, 4.34754], [5.81977, 0.51314, 4.19533], [-3.10295, -0.14686, 5.04406], [-3.96841, 0.70611, 4.45779], [-3.72808, 1.12436, 3.16479], [-4.62210, 1.99804, 2.56240], [-5.73560, 2.44915, 3.25994], [-5.95656, 2.01949, 4.56202], [-5.07140, 1.13776, 5.16657], [-2.85152, 0.76868, 2.63935], [-4.44887, 2.32834, 1.54616], [-6.42945, 3.13450, 2.78879], [-6.82089, 2.37216, 5.10909], [-5.23163, 0.78582, 6.17734], [-7.57424, 4.65442, 2.13828], [-7.41339, 5.43504, 1.04828], [-7.26136, 4.83823, -0.18677], [-7.10021, 5.64176, -1.30607], [-7.08369, 7.02365, -1.17426], [-7.23371, 7.60437, 0.07773], [-7.40513, 6.80645, 1.19939], [-7.26978, 3.75883, -0.26669], [-6.98712, 5.18867, -2.28178], [-6.95393, 7.64782, -2.04849], [-7.21705, 8.68093, 0.18181], [-7.53173, 7.23956, 2.18281], [1.68628, -8.28795, -8.19321], [1.51194, -7.19843, -7.41710], [2.24492, -6.05910, -7.68306], [2.06030, -4.93803, -6.88593], [1.15770, -4.97204, -5.83225], [0.43322, -6.12929, -5.57826], [0.60549, -7.25109, -6.37782], [2.94965, -6.05447, -8.50442], [2.62251, -4.03559, -7.08658], [1.02053, -4.09807, -5.21278], [-0.26801, -6.15960, -4.75468], [0.04432, -8.15933, -6.20049]],
  "forces_ev_per_a": [[0.7, -0.4, 0.2], [-1.1, 0.8, -0.3], [0.2, -1.6, -0.4], [0.3, 0.4, 0.1], [0.0, 1.1, 1.6], [-0.7, 0.5, -0.6], [-0.8, 0.2, -0.7], [1.4, -1.9, -1.1], [0.0, -0.3, 0.0], [0.8, -0.5, 0.8], [-0.6, 0.7, 1.0], [-0.3, 0.1, -1.0], [0.5, 0.7, 0.8], [-0.1, -0.4, -0.9], [0.2, 1.0, 0.8], [-0.1, 0.2, 0.0], [-0.1, 0.1, 0.1], [0.1, 0.0, 0.0], [0.0, -0.1, 0.1], [0.3, -0.2, 0.1], [-0.4, 0.4, 0.1], [0.0, 0.0, 0.1], [-0.1, 0.1, 0.0], [-0.4, 0.0, -0.4], [0.0, -0.9, -0.7], [0.4, 0.1, 0.3], [0.3, 0.0, 0.1], [-0.1, -0.1, -0.3], [0.0, 0.1, 0.2], [0.1, 0.0, 0.0], [0.0, 0.0, -0.1], [-0.2, 0.1, 0.2], [0.0, -0.1, 0.0], [0.0, 0.0, 0.0], [0.0, 0.0, 0.0], [0.0, 0.0, 0.0], [0.0, 0.0, 0.0], [0.0, 0.0, 0.0], [-0.2, 0.2, -0.1], [0.2, -0.1, -0.2], [-0.1, 0.0, 0.2], [-0.1, 0.1, -0.1], [0.1, 0.0, -0.1], [0.0, -0.1, 0.2], [0.0, 0.0, 0.1], [0.0, 0.0, 0.0], [0.2, -0.2, 0.1], [0.0, 0.0, 0.0], [0.0, 0.0, 0.0], [-0.2, 0.2, -0.1], [0.0, 0.2, -0.3], [0.0, -0.3, 0.0], [0.0, 0.1, 0.1], [0.0, 0.0, -0.1], [0.0, -0.1, -0.1], [0.0, 0.1, 0.2], [0.0, 0.0, 0.0], [0.0, 0.0, 0.0], [0.0, 0.0, 0.0], [0.0, 0.0, 0.0], [0.0, 0.0, 0.0], [0.0, 0.0, 0.0], [0.0, 0.2, 0.2], [0.2, 0.0, -0.2], [-0.1, -0.1, 0.1], [-0.2, 0.0, 0.1], [0.1, 0.0, -0.2], [-0.1, -0.2, 0.1], [0.0, 0.0, 0.0], [0.0, 0.0, 0.0], [0.0, -0.1, -0.1], [0.0, 0.0, 0.0], [0.0, 0.0, 0.0]],
  "lowdin_charge": [-0.1266, -0.2450, -0.5667, 0.7001, -0.2220, -0.0456, 0.0136, -0.1046, -0.0723, 0.0406, -0.3587, 0.1194, 0.1624, -0.3289, 0.1103, 0.0587, 0.0723, 0.0535, 0.0900, 0.1159, 0.1196, 0.0767, 0.1322, 0.1058, 0.1607, 0.0238, -0.2597, -0.0081, -0.0737, -0.0943, -0.0826, -0.0171, 0.0969, 0.1067, 0.1016, 0.1051, 0.1172, 0.0510, -0.2844, -0.0286, -0.0742, -0.0856, -0.0772, -0.0196, 0.0636, 0.1036, 0.0752, 0.1055, 0.1160, 0.0361, -0.2803, -0.0179, -0.0824, -0.0962, -0.0819, -0.0159, 0.1179, 0.1051, 0.1012, 0.1053, 0.1183, 0.0506, -0.2930, -0.0219, -0.0763, -0.0935, -0.0786, -0.0236, 0.1145, 0.1049, 0.0673, 0.1031, 0.1147],
  "e_homo_ev": -8.91,
  "gap_ev": 8.5
}